Run i
ORCA calculation (ωB97M-V/def2-TZVPD) on one molecule with the formula C5H14N2O.

The lowest unoccupied orbital energy is 1.03 eV. The gap between HOMO and LUMO comes out at 9.38 eV. As for the SMILES: CN[C@H](C)CNCO. As for the spin multiplicity: 1.

Geometry as XYZ:
```
22
C5H14N2O ωB97M-V/def2-TZVPD
C 0.53 1.78 -1.32
N -0.46 0.74 -1.20
C -0.05 -0.51 -0.60
C 0.25 -1.54 -1.69
C -0.97 -1.06 0.48
N -0.55 -0.73 1.83
C -0.09 0.55 2.20
O 1.34 0.73 2.27
H 0.06 2.68 -1.66
H 1.34 1.49 -1.99
H 0.99 2.04 -0.35
H -1.41 1.04 -1.17
H 0.90 -0.36 -0.12
H 0.99 -1.16 -2.38
H -0.58 -1.62 -2.41
H 0.56 -2.52 -1.33
H -1.01 -2.14 0.41
H -2.02 -0.77 0.36
H -0.64 -1.41 2.56
H -0.39 0.85 3.21
H -0.50 1.29 1.51
H 1.70 0.63 1.39
```

Run ii
ORCA calculation (ωB97M-V/def2-TZVPD) on one molecule with the formula C5H14N2O.

The lowest unoccupied orbital energy is 0.54 eV. The gap between HOMO and LUMO comes out at 7.17 eV. As for the spin multiplicity: 1.

Geometry as XYZ:
```
22
C5H14N2O ωB97M-V/def2-TZVPD
C -1.46 0.19 0.41
C -2.78 0.37 -0.33
N -1.11 1.21 1.29
N -0.29 -0.01 -0.69
H -1.42 -0.78 0.92
H 0.03 0.99 1.51
H -1.25 2.13 0.87
H -0.15 0.90 -1.14
H -0.56 -0.69 -1.39
H -3.59 0.43 0.39
H -2.98 -0.47 -1.00
H -2.77 1.29 -0.91
C 2.26 -0.43 -1.00
C 1.26 -0.54 0.13
C 1.48 0.26 1.31
O 0.93 -1.87 0.42
H 1.01 -2.40 -0.39
H 2.56 0.61 -1.16
H 3.15 -1.01 -0.75
H 1.85 -0.81 -1.94
H 1.51 -0.33 2.22
H 2.32 0.94 1.23
```

Run iii
ORCA calculation (ωB97M-V/def2-TZVPD) on a 2-piece molecular cluster, C5H14N2O overall.

The lowest unoccupied orbital energy is 0.79 eV. The gap between HOMO and LUMO comes out at 8.49 eV. As for the SMILES: CN/C=C/CCN.O. As for the spin multiplicity: 1.

Geometry as XYZ:
```
22
C5H14N2O ωB97M-V/def2-TZVPD
C 0.70 1.68 2.55
N 1.34 0.41 2.33
C 1.32 -0.11 1.03
C 0.94 -1.34 0.72
C 1.03 -2.04 -0.61
C 0.29 -1.35 -1.81
N -0.55 -0.23 -1.46
H 1.45 2.48 2.48
H -0.18 1.97 1.98
H 0.48 1.91 3.59
H 1.06 -0.28 3.01
H 1.60 0.66 0.32
H 0.33 -1.88 1.43
H 0.66 -3.04 -0.51
H 2.06 -2.14 -0.92
H 1.00 -1.12 -2.61
H -0.35 -2.13 -2.24
H -0.79 0.41 -2.19
H -1.28 -0.46 -0.80
O -3.68 2.00 -1.77
H -3.79 1.65 -2.66
H -3.65 2.95 -1.87
```

Run iv
ORCA calculation (ωB97M-V/def2-TZVPD) on a 2-piece molecular cluster, C5H14N2O overall.

The lowest unoccupied orbital energy is 0.80 eV. The gap between HOMO and LUMO comes out at 10.56 eV. As for the SMILES: CNC(N)=O.CCC. As for the spin multiplicity: 1.

Geometry as XYZ:
```
22
C5H14N2O ωB97M-V/def2-TZVPD
C -3.01 -1.30 -0.39
N -2.03 -0.63 0.44
C -1.42 0.50 -0.05
N -1.08 1.41 0.92
O -1.21 0.70 -1.23
H -2.70 -1.18 -1.42
H -3.03 -2.36 -0.14
H -4.01 -0.88 -0.25
H -2.26 -0.61 1.42
H -0.97 1.12 1.87
H -0.46 2.15 0.62
C 2.29 0.72 0.93
C 1.83 -0.45 0.06
C 1.88 -0.10 -1.42
H 3.34 0.93 0.76
H 1.72 1.61 0.69
H 2.16 0.50 1.99
H 2.48 -1.31 0.26
H 0.82 -0.75 0.33
H 1.65 -0.98 -2.02
H 1.14 0.66 -1.65
H 2.87 0.26 -1.70
```

What should be chosen as the least stable of them? Choose run ii.

Run i
ORCA calculation (ωB97M-V/def2-TZVPD) on one molecule with the formula C5H14N2O.

The lowest unoccupied orbital energy is 0.92 eV. The gap between HOMO and LUMO comes out at 9.02 eV. As for the SMILES: C[C@H](O)[C@H](C)NCN. As for the spin multiplicity: 1.

Geometry as XYZ:
```
22
C5H14N2O ωB97M-V/def2-TZVPD
C 0.95 -0.57 1.63
C -0.11 0.54 1.25
O -0.92 0.84 2.29
C -0.94 0.42 -0.05
C -2.07 -0.55 0.25
N -0.12 0.09 -1.22
C 1.06 0.78 -1.71
N 2.02 -0.17 -2.39
H 0.43 -1.26 2.43
H 1.30 -1.26 0.86
H 1.79 -0.27 2.28
H 0.45 1.56 1.16
H -1.44 0.04 2.51
H -1.26 1.41 -0.30
H -2.75 -0.06 1.03
H -1.62 -1.53 0.69
H -2.61 -0.60 -0.64
H -0.26 -0.84 -1.72
H 0.74 1.56 -2.35
H 1.59 1.33 -0.82
H 2.00 -1.08 -1.84
H 1.78 -0.37 -3.31
```

Run ii
ORCA calculation (ωB97M-V/def2-TZVPD) on C5H14N2O as an isolated structure.

The lowest unoccupied orbital energy is 0.89 eV. The gap between HOMO and LUMO comes out at 8.13 eV. As for the spin multiplicity: 1.

Geometry as XYZ:
```
22
C5H14N2O ωB97M-V/def2-TZVPD
C -0.26 0.74 0.45
C 0.15 -1.44 1.83
C -0.81 -0.59 0.46
C -0.92 0.98 -1.45
C 0.09 0.43 -2.43
N 1.11 0.94 0.51
N 1.44 -1.91 1.42
O -0.90 1.67 1.25
H -1.85 1.56 1.20
H 1.57 1.22 -0.34
H 1.42 1.54 1.26
H 2.05 -1.14 1.18
H 1.38 -2.53 0.62
H 0.24 -0.78 2.70
H -0.50 -2.28 2.08
H -0.60 -1.26 -0.37
H -1.83 -0.65 0.81
H -0.99 2.07 -1.50
H -1.92 0.59 -1.63
H 0.30 -0.63 -2.26
H -0.21 0.53 -3.48
H 1.05 0.95 -2.32
```

Run iii
ORCA calculation (ωB97M-V/def2-TZVPD) on a 2-piece molecular cluster, C5H14N2O overall.

The lowest unoccupied orbital energy is 0.70 eV. The gap between HOMO and LUMO comes out at 9.69 eV. As for the SMILES: N/C=C/CCCN.O. As for the spin multiplicity: 1.

Geometry as XYZ:
```
22
C5H14N2O ωB97M-V/def2-TZVPD
N 1.50 -2.49 -1.09
C 1.04 -1.35 -0.27
C 1.45 -0.12 -0.53
C 1.16 1.05 0.28
C 0.06 1.84 -0.30
C -1.07 0.90 -0.71
N -2.27 1.53 -1.47
H 0.78 -2.98 -1.56
H 2.19 -3.02 -0.65
H 0.61 -1.71 0.63
H 2.00 0.10 -1.35
H 2.26 1.66 0.20
H 0.82 0.85 1.30
H -0.38 2.47 0.47
H 0.33 2.53 -1.02
H -1.60 0.48 0.21
H -0.73 -0.07 -1.28
H -3.06 0.87 -1.27
H -2.61 2.41 -0.98
O -0.58 -1.47 3.16
H -0.62 -2.19 2.62
H -1.29 -1.29 3.59
```

Run iv
ORCA calculation (ωB97M-V/def2-TZVPD) on a 2-piece molecular cluster, C5H14N2O overall.

The lowest unoccupied orbital energy is 0.65 eV. The gap between HOMO and LUMO comes out at 8.88 eV. As for the SMILES: C/C(=C\N)CCN.O. As for the spin multiplicity: 1.

Geometry as XYZ:
```
22
C5H14N2O ωB97M-V/def2-TZVPD
C 0.98 0.86 1.09
C 0.45 -0.26 0.20
C -0.29 -1.36 0.65
N -0.52 -1.83 1.97
C 0.76 -0.17 -1.25
C -0.06 0.87 -2.00
N 0.59 1.17 -3.42
H 1.68 1.68 0.36
H 1.70 0.53 1.93
H 0.14 1.40 1.58
H -0.90 -1.99 -0.13
H -1.12 -2.79 1.99
H 0.29 -2.19 2.55
H 0.69 -1.23 -1.73
H 1.80 0.03 -1.44
H -1.10 0.53 -2.14
H -0.12 1.75 -1.27
H -0.03 1.84 -3.93
H 1.59 1.31 -3.30
O -2.07 0.32 2.61
H -2.87 0.12 3.13
H -1.59 -0.58 2.54
```

What should be chosen as the least stable of them? Choose run iii.

Run i
ORCA calculation (ωB97M-V/def2-TZVPD) on one molecule with the formula C5H14N2O.

The lowest unoccupied orbital energy is 0.93 eV. The gap between HOMO and LUMO comes out at 9.02 eV. As for the SMILES: CNC(C)(C)N(C)O. As for the spin multiplicity: 1.

Geometry as XYZ:
```
22
C5H14N2O ωB97M-V/def2-TZVPD
C -1.39 1.39 -1.03
N -0.95 0.91 0.27
C -0.30 -0.36 0.35
C -1.10 -1.46 -0.34
C -0.13 -0.71 1.83
N 1.13 -0.33 -0.24
C 2.09 0.66 0.20
O 1.10 -0.30 -1.68
H -2.19 0.76 -1.40
H -0.59 1.43 -1.78
H -1.78 2.40 -0.90
H -0.34 1.60 0.70
H -0.66 -2.43 -0.12
H -2.12 -1.44 0.01
H -1.09 -1.32 -1.42
H 0.53 -1.58 1.94
H 0.29 0.12 2.39
H -1.10 -0.95 2.25
H 2.19 0.60 1.28
H 1.81 1.69 -0.09
H 3.05 0.43 -0.26
H 1.53 -1.13 -1.96
```

Run ii
ORCA calculation (ωB97M-V/def2-TZVPD) on one molecule with the formula C5H14N2O.

The lowest unoccupied orbital energy is 0.93 eV. The gap between HOMO and LUMO comes out at 9.56 eV. As for the SMILES: CC[C@@H](O)[C@@H](N)CN. As for the spin multiplicity: 1.

Geometry as XYZ:
```
22
C5H14N2O ωB97M-V/def2-TZVPD
C -2.61 0.14 0.45
C -1.41 0.83 1.08
C 0.12 0.30 0.69
O 0.59 -0.40 1.84
C 0.24 -0.54 -0.57
N -0.12 0.10 -1.81
C 1.89 -0.90 -0.63
N 2.72 0.29 -0.84
H -2.50 -0.95 0.52
H -3.54 0.44 0.94
H -2.69 0.41 -0.61
H -1.49 1.90 0.85
H -1.59 0.77 2.16
H 0.69 1.23 0.59
H -0.09 -1.04 2.08
H -0.29 -1.49 -0.45
H 0.46 0.92 -1.96
H -1.11 0.20 -1.97
H 2.01 -1.57 -1.49
H 2.25 -1.46 0.23
H 3.65 0.01 -1.14
H 2.82 0.79 0.04
```

Run iii
ORCA calculation (ωB97M-V/def2-TZVPD) on one molecule with the formula C5H14N2O.

The lowest unoccupied orbital energy is 0.96 eV. The gap between HOMO and LUMO comes out at 9.72 eV. As for the SMILES: NCCCCNCO. As for the spin multiplicity: 1.

Geometry as XYZ:
```
22
C5H14N2O ωB97M-V/def2-TZVPD
N 1.37 2.82 0.31
C 1.98 1.68 1.19
C 1.26 0.35 0.87
C 0.61 0.30 -0.47
C -0.33 -0.89 -0.74
N -1.59 -1.00 -0.02
C -2.51 -2.09 -0.25
O -2.22 -2.88 -1.37
H 0.57 3.24 0.72
H 2.21 3.42 0.35
H 2.96 1.51 0.79
H 2.18 1.84 2.23
H 1.91 -0.45 1.11
H 0.34 0.39 1.69
H 1.45 0.33 -1.23
H 0.16 1.27 -0.72
H 0.16 -1.78 -0.32
H -0.52 -0.86 -1.90
H -2.02 -0.02 -0.21
H -3.64 -1.87 -0.35
H -2.15 -3.01 0.45
H -2.19 -2.31 -2.11
```

What should be chosen as the least stable of them? Choose run iii.

Run i
ORCA calculation (ωB97M-V/def2-TZVPD) on a 2-piece molecular cluster, C5H12 overall.

The lowest unoccupied orbital energy is 1.16 eV. The gap between HOMO and LUMO comes out at 10.82 eV. As for the SMILES: C=CC.CC. As for the spin multiplicity: 1.

Geometry as XYZ:
```
17
C5H12 ωB97M-V/def2-TZVPD
C -0.98 -1.72 -1.30
C -0.47 -2.21 -0.19
C 0.87 -1.88 0.37
H -1.99 -1.94 -1.63
H -0.38 -1.07 -1.93
H -1.08 -2.88 0.42
H 0.75 -1.25 1.24
H 1.46 -1.38 -0.40
H 1.34 -2.80 0.71
C -0.46 2.79 0.86
C 0.82 2.37 0.08
H -0.26 3.49 1.66
H -1.18 3.24 0.19
H -0.92 1.90 1.30
H 0.57 2.45 -0.97
H 1.13 1.36 0.35
H 1.65 3.05 0.29
```

Run ii
ORCA calculation (ωB97M-V/def2-TZVPD) on one molecule with the formula C5H12.

The lowest unoccupied orbital energy is 1.21 eV. The gap between HOMO and LUMO comes out at 11.97 eV. As for the SMILES: CCC(C)C. As for the spin multiplicity: 1.

Geometry as XYZ:
```
17
C5H12 ωB97M-V/def2-TZVPD
C -1.55 -0.07 1.29
C -0.56 -0.87 0.44
C 0.67 -0.11 -0.07
C 0.51 1.41 -0.09
C 1.09 -0.58 -1.51
H -2.16 -0.76 1.87
H -1.03 0.55 2.02
H -2.22 0.59 0.74
H -0.21 -1.68 1.08
H -1.07 -1.40 -0.37
H 1.56 -0.32 0.52
H 1.36 1.87 -0.59
H 0.38 1.85 0.89
H -0.38 1.66 -0.68
H 0.91 0.20 -2.25
H 0.57 -1.50 -1.77
H 2.15 -0.84 -1.54
```

What should be chosen as the least stable of them? Choose run i.